Formula: C4H8N2
Source: OMol25
Level of theory: ωB97M-V/def2-TZVPD

CARTESIAN COORDINATES (ANGSTROEM)
C: -0.037 -2.069 -0.056
C: 0.694 -0.738 -0.150
N: -0.223 0.388 0.004
C: -0.155 1.499 -0.632
C: 0.452 2.574 1.584
N: -0.282 1.970 2.278
H: -0.776 -2.174 -0.856
H: -0.547 -2.170 0.907
H: 0.683 -2.888 -0.141
H: 1.437 -0.634 0.650
H: 1.203 -0.625 -1.112
H: -0.687 0.489 0.921
H: -0.820 2.306 -0.359
H: 0.513 1.594 -1.484

Energy above the lowest of the compared OMol25 structures with the same formula, charge and spin   2.781 eV
Frontier orbital gap (alpha / beta)   8.4 / 8.4 eV
Calculated total energy   -7255.0945 eV
Charge   0
Multiplicity   1
LUMO level (alpha / beta)   -0.55 / -0.55 eV



Formula: C4H8N2
Source: OMol25
Level of theory: ωB97M-V/def2-TZVPD

CARTESIAN COORDINATES (ANGSTROEM)
C: 0.050 -0.133 -0.746
C: 0.649 0.731 0.217
C: -1.624 0.303 -0.154
C: -2.422 -0.700 0.188
N: 2.431 0.212 -0.240
N: 2.968 -0.172 0.786
H: 3.954 -0.497 0.649
H: 0.087 0.181 -1.787
H: 0.213 -1.193 -0.563
H: 0.584 0.431 1.260
H: 0.604 1.802 0.024
H: -1.972 1.329 -0.227
H: -3.494 -0.581 0.330
H: -2.027 -1.713 0.264

Energy above the lowest of the compared OMol25 structures with the same formula, charge and spin   4.678 eV
Frontier orbital gap   9.0 eV
Calculated total energy   -7253.1975 eV
Charge   0
Multiplicity   1
LUMO level   1.28 eV



Formula: C4H8N2
Source: OMol25
Level of theory: ωB97M-V/def2-TZVPD

CARTESIAN COORDINATES (ANGSTROEM)
N: 1.296 -1.375 -0.603
N: 1.293 -0.077 -1.230
C: -0.145 0.595 -0.714
C: -1.322 -0.293 -0.484
C: -1.426 0.011 0.815
C: -0.234 0.932 0.792
H: 1.507 -1.365 0.460
H: 0.399 -1.824 -0.677
H: 1.968 0.523 -0.785
H: -0.282 1.355 -1.371
H: -1.946 -0.943 -1.229
H: -1.954 -0.174 1.656
H: -0.554 1.893 1.198
H: 0.745 0.704 1.198

Energy above the lowest of the compared OMol25 structures with the same formula, charge and spin   4.118 eV
Frontier orbital gap   9.4 eV
Calculated total energy   -7253.7569 eV
Charge   0
Multiplicity   1
LUMO level   1.05 eV
SMILES   NN[C@H]1C=CC1



Formula: C4H8N2
Source: OMol25
Level of theory: ωB97M-V/def2-TZVPD

CARTESIAN COORDINATES (ANGSTROEM)
C: -1.539 -0.661 -0.064
N: -0.687 -1.573 0.013
C: 0.737 -1.178 0.089
C: 1.154 0.214 -0.306
C: 0.077 1.159 0.205
N: -1.264 0.695 -0.115
H: -2.644 -0.865 -0.203
H: 1.128 -1.335 1.166
H: 1.312 -1.804 -0.536
H: 2.151 0.338 0.175
H: 1.178 0.224 -1.375
H: 0.148 2.200 -0.245
H: 0.226 1.196 1.268
H: -1.976 1.390 -0.072

Energy above the lowest of the compared OMol25 structures with the same formula, charge and spin   0.650 eV
Frontier orbital gap   9.6 eV
Calculated total energy   -7257.2249 eV
Charge   0
Multiplicity   1
LUMO level   0.92 eV
SMILES   C1=NCCCN1